Record 1
18
Properties=species:S:1:pos:R:3 method="wB97M-V/def2-TZVPD" orbital_gap_ev=10.3 e_homo_ev=-13.2 de_lowest_kcal_mol=3.3 total_charge=+1
C 0.586 -0.327 -2.066
N 1.741 -2.259 -0.470
C 1.629 -0.963 -0.071
N 1.139 0.001 -0.754
H 1.252 -0.971 -2.636
H 0.430 0.586 -2.631
H -0.377 -0.832 -1.983
H 2.034 -2.923 0.235
H 1.055 -2.611 -1.120
H 2.065 -0.734 0.896
N -0.537 1.577 0.608
C -1.461 0.963 1.270
N -2.381 1.536 2.029
H -0.534 2.592 0.630
H 0.190 1.005 0.028
H -1.510 -0.115 1.190
H -2.996 0.959 2.579
H -2.326 2.514 2.267

***

Record 2
30
Properties=species:S:1:pos:R:3 method="wB97M-V/def2-TZVPD" orbital_gap_ev=8.6 e_homo_ev=-7.6 de_lowest_kcal_mol=67.7 smiles=Cc1c[nH]c2ccccc12.CCC
C -0.086 0.412 2.825
C -0.776 -0.372 1.730
C -2.113 -0.291 1.342
N -2.409 -1.144 0.356
C -1.144 -1.788 0.001
C -1.032 -2.473 -1.191
C 0.237 -2.953 -1.385
C 1.218 -2.757 -0.376
C 1.074 -2.055 0.797
C -0.193 -1.412 0.942
H 0.876 0.782 2.330
H 0.280 -0.033 3.804
H -0.767 1.193 3.114
H -2.766 0.354 1.778
H -3.207 -1.413 -0.062
H -1.753 -2.992 -1.671
H 0.455 -3.438 -2.274
H 2.126 -3.241 -0.513
H 1.913 -1.982 1.634
C -0.568 1.949 -1.189
C 0.881 2.059 -1.776
C 1.824 2.978 -0.910
H -1.220 2.405 -1.908
H -0.619 2.480 -0.203
H -0.720 0.975 -0.912
H 1.327 0.913 -1.509
H 0.843 2.399 -2.870
H 2.780 2.940 -1.304
H 1.474 3.995 -0.671
H 2.063 2.507 0.071

***

Record 3
22
Properties=species:S:1:pos:R:3 method="wB97M-V/def2-TZVPD" orbital_gap_ev=9.6 e_homo_ev=-8.9 de_lowest_kcal_mol=0.0 smiles=Cc1ccc([Si@H](C)S)cc1
C -3.776 -0.474 0.016
C -2.264 -0.325 -0.136
C -1.600 -0.180 -1.340
C -0.194 -0.019 -1.312
C 0.572 -0.106 -0.128
Si 2.538 -0.138 -0.025
C 3.038 1.474 1.033
S 3.562 -0.187 -1.898
C -0.184 -0.195 1.033
C -1.523 -0.346 1.023
H -4.265 -0.813 -0.865
H -4.053 -1.142 0.819
H -4.089 0.628 -0.039
H -2.038 -0.237 -2.368
H 0.294 0.228 -2.217
H 2.737 -1.312 0.928
H 2.796 2.330 0.406
H 2.296 1.349 1.815
H 4.060 1.495 1.391
H 3.611 -1.466 -1.976
H 0.434 -0.067 1.909
H -1.953 -0.496 1.931

***

Record 4
62
Properties=species:S:1:pos:R:3 method="wB97M-V/def2-TZVPD" orbital_gap_ev=8.8 e_homo_ev=-8.0 de_lowest_kcal_mol=18.2 smiles="Cc1ccccc1N1CCN([C@H]2CCCN(C(=O)CCC3(C)CC3)C2)CC1"
C -0.654 1.555 -5.835
C 0.750 1.205 -6.230
C 1.199 1.510 -7.505
C 2.505 1.264 -7.892
C 3.388 0.712 -6.983
C 2.957 0.389 -5.710
C 1.638 0.613 -5.318
N 1.184 0.324 -4.019
C 2.152 0.287 -2.947
C 1.418 0.421 -1.612
N 0.501 -0.695 -1.447
C -0.188 -0.785 -0.159
C -0.503 -2.261 0.128
C -1.224 -2.415 1.463
C -0.398 -1.775 2.580
N -0.134 -0.395 2.252
C -0.702 0.706 2.806
O -0.503 1.818 2.351
C -1.538 0.517 4.058
C -0.629 0.371 5.286
C -1.414 0.337 6.584
C -2.243 -0.912 6.788
C -0.789 0.968 7.796
C -1.947 1.636 7.113
C 0.622 -0.239 1.025
C -0.454 -0.677 -2.543
C 0.275 -0.795 -3.877
H -0.969 2.463 -6.346
H -1.351 0.763 -6.111
H -0.713 1.710 -4.761
H 0.513 1.967 -8.205
H 2.832 1.514 -8.890
H 4.414 0.525 -7.264
H 3.654 -0.053 -5.014
H 2.844 1.123 -3.062
H 2.721 -0.657 -2.933
H 2.162 0.401 -0.816
H 0.892 1.390 -1.588
H -1.134 -0.212 -0.187
H -1.114 -2.682 -0.670
H 0.440 -2.811 0.147
H -1.390 -3.470 1.684
H -2.197 -1.919 1.411
H -0.912 -1.860 3.534
H 0.564 -2.295 2.663
H -2.215 -0.331 3.963
H -2.137 1.422 4.175
H 0.056 1.221 5.301
H -0.025 -0.537 5.202
H -2.717 -0.900 7.766
H -1.615 -1.801 6.724
H -3.026 -0.988 6.036
H 0.188 1.416 7.699
H -0.959 0.509 8.758
H -1.752 2.536 6.550
H -2.904 1.635 7.611
H 0.815 0.828 0.913
H 1.566 -0.785 1.118
H -1.142 -1.517 -2.438
H -1.045 0.258 -2.537
H -0.443 -0.799 -4.696
H 0.827 -1.750 -3.893

***

Record 5
10
Properties=species:S:1:pos:R:3 method="wB97M-V/def2-TZVPD" orbital_gap_ev=9.3 e_homo_ev=-9.3 de_lowest_kcal_mol=85.6
H -3.530 0.753 0.170
N -3.334 -0.259 0.114
C -2.084 -0.478 0.058
N -1.109 0.549 -0.007
O 0.071 0.033 -0.500
C 1.135 0.397 0.234
S 2.624 -0.225 0.035
H -1.723 -1.452 0.299
H -1.390 1.352 -0.554
H 0.880 1.138 1.017

***

Record 6
17
Properties=species:S:1:pos:R:3 method="wB97M-V/def2-TZVPD" orbital_gap_ev="7.8 / 7.0" e_homo_ev="-13.0 / -12.5" de_lowest_kcal_mol=141.0 total_charge=+1
C -0.012 1.038 0.229
C -1.834 -0.433 -0.687
C 0.196 -1.443 0.277
C -0.272 -0.194 -0.452
N 3.354 0.451 -0.204
N -0.528 2.204 0.364
Br 3.807 -1.195 0.370
Br 2.173 1.296 0.790
H -2.113 -1.046 0.146
H -2.203 0.555 -0.530
H -2.021 -0.766 -1.647
H 0.526 -1.281 1.409
H 0.988 -2.028 -0.130
H -0.572 -2.205 0.303
H 0.157 -0.248 -1.433
H -1.486 2.413 0.204
H -0.164 2.882 0.991

***

Record 7
7
Properties=species:S:1:pos:R:3 method="wB97M-V/def2-TZVPD" orbital_gap_ev="8.8 / 8.2" e_homo_ev="-8.1 / -11.1" de_lowest_kcal_mol=91.4 multiplicity=3 s_squared=2.015
C -0.490 -0.389 0.276
C -1.787 -0.038 0.425
N -2.936 -0.126 -0.066
O -2.506 1.165 -0.046
O -3.972 -0.696 -0.220
O -0.077 -1.423 0.021
H 0.111 0.524 0.282

***

Record 8
6
Properties=species:S:1:pos:R:3 method="wB97M-V/def2-TZVPD" orbital_gap_ev="10.2 / 8.3" e_homo_ev="-9.6 / -8.0" de_lowest_kcal_mol=119.4
N -1.351 -0.382 0.021
N -0.770 0.595 -0.165
N 1.312 -0.167 0.190
H -2.321 -0.605 0.287
H 1.616 0.780 0.469
H 1.514 -0.222 -0.803

***

Record 9
17
Properties=species:S:1:pos:R:3 method="wB97M-V/def2-TZVPD" orbital_gap_ev=9.3 e_homo_ev=-8.2 de_lowest_kcal_mol=10.6 smiles=CNc1ccccc1
C 2.238 -0.073 -1.283
N 1.045 -0.908 -1.141
C 0.043 -0.359 -0.314
C -0.753 0.709 -0.715
C -1.718 1.201 0.148
C -1.884 0.676 1.420
C -1.151 -0.445 1.790
C -0.265 -1.002 0.880
H 2.675 0.212 -0.326
H 2.003 0.816 -1.875
H 2.956 -0.620 -1.900
H 1.345 -1.825 -0.844
H -0.656 1.145 -1.698
H -2.380 1.988 -0.181
H -2.584 1.170 2.086
H -1.163 -0.755 2.829
H 0.248 -1.929 1.123

***

Record 10
59
Properties=species:S:1:pos:R:3 method="wB97M-V/def2-TZVPD" orbital_gap_ev=7.7 e_homo_ev=-6.1 total_charge=-1
O -0.384 -0.397 2.549
O 2.016 -2.779 -1.507
O 10.244 -2.566 -1.028
O -8.810 -1.293 0.635
O -1.800 0.474 -0.314
O -7.575 2.300 -1.373
O -3.163 2.167 0.132
N 2.891 -0.247 1.414
O 0.673 1.579 2.227
O -0.243 -1.510 -0.172
C 0.508 0.249 2.015
C 2.170 -1.966 -0.605
C 9.224 -2.406 -0.379
C -8.131 -0.609 -0.117
C -2.833 1.156 -0.528
C -6.480 2.179 -0.824
C 3.829 -0.832 0.699
C 1.509 -0.457 1.176
C 1.094 -1.297 0.145
C 6.968 0.496 2.384
C 5.629 0.200 2.111
C 7.973 0.041 1.527
C 6.302 -1.026 0.142
C 5.264 -0.561 0.983
C 7.645 -0.727 0.409
N 3.475 -1.700 -0.314
N 8.654 -1.156 -0.448
N -5.645 3.217 -0.695
N -7.017 -0.050 0.360
C 8.688 -3.523 0.503
C -8.579 -0.463 -1.555
C -5.918 4.574 -1.159
C -3.772 0.731 -1.671
C -5.055 0.030 -1.187
C -5.989 0.829 -0.246
H -0.165 1.852 2.630
H -0.816 -0.675 -0.141
H 7.220 1.091 3.257
H 4.860 0.580 2.782
H 9.010 0.285 1.735
H 6.080 -1.603 -0.749
H 4.173 -2.163 -0.874
H 9.265 -0.455 -0.856
H -4.729 3.029 -0.281
H -6.869 -0.275 1.329
H 9.312 -4.415 0.401
H 8.688 -3.210 1.549
H 7.666 -3.773 0.206
H -7.734 -0.326 -2.218
H -9.233 0.402 -1.625
H -9.124 -1.359 -1.844
H -5.201 5.264 -0.715
H -6.930 4.866 -0.872
H -5.829 4.610 -2.245
H -4.043 1.604 -2.267
H -3.243 0.046 -2.337
H -4.755 -0.884 -0.672
H -5.608 -0.266 -2.075
H -5.358 1.117 0.594

***

Record 11
10
Properties=species:S:1:pos:R:3 method="wB97M-V/def2-TZVPD" orbital_gap_ev=10.0 e_homo_ev=-15.5 de_lowest_kcal_mol=28.8 total_charge=+1
C 0.090 2.063 -0.069
C -0.533 -1.010 -0.428
C 0.511 -0.336 0.445
N 0.453 1.034 0.235
Cl -2.119 -0.264 0.017
Cl 2.242 -0.787 -0.067
H -0.200 3.083 -0.319
H -0.535 -0.874 -1.543
H -0.558 -2.127 -0.130
H 0.649 -0.782 1.857

***

Record 12
21
Properties=species:S:1:pos:R:3 method="wB97M-V/def2-TZVPD" orbital_gap_ev=9.0 e_homo_ev=-9.2 de_lowest_kcal_mol=62.5
C 1.789 0.973 1.405
C 2.139 1.581 -1.004
C -1.633 -2.823 -0.226
C 1.106 1.153 0.048
N -1.949 -1.634 0.490
O -2.229 0.038 -1.607
O 0.555 0.038 -0.459
P -1.625 -0.063 -0.147
S -2.176 1.468 0.857
H 2.892 1.086 1.426
H 1.359 1.760 2.054
H 1.489 0.071 1.905
H 2.691 0.727 -1.059
H 2.697 2.525 -0.583
H 1.560 1.732 -1.922
H -2.457 -3.561 -0.338
H -1.350 -2.647 -1.279
H -0.592 -3.303 0.209
H 0.448 2.012 0.344
H -1.630 -1.699 1.503
H -3.082 0.567 -1.617